1.
ORCA calculation (wB97M-V/def2-TZVPD) on C28H76As3F18N5O5 as an isolated structure.

```
135
C28H76As3F18N5O5 (wB97M-V/def2-TZVPD)
N 3.721 0.443 -2.314
H -4.302 1.313 -5.687
H -2.764 0.000 -4.233
F 0.258 1.567 0.520
H -3.033 -0.450 -0.344
C 4.806 -1.632 -3.350
C -2.767 -0.076 -6.455
H 2.410 0.010 -0.492
H 3.710 3.089 -3.426
F -4.956 -1.673 2.320
H 2.456 1.757 -1.107
H -3.426 5.705 1.175
H 0.617 8.084 -2.533
F -3.185 -1.019 4.026
C -1.144 6.515 -1.103
F -6.762 -1.620 4.076
H -2.900 -0.036 1.962
F -4.879 -0.798 5.803
C 1.018 7.108 -2.261
F -4.673 -3.001 4.442
F 2.109 2.412 3.399
C 4.859 1.460 -2.575
H 0.029 -5.739 4.964
H 5.253 3.648 -2.992
H 0.939 4.527 -1.729
F 0.289 3.562 2.012
C 0.180 -1.377 3.915
O 0.820 -2.516 4.466
C 2.143 -5.709 3.308
As -5.001 -1.278 4.077
H 4.968 -5.206 5.825
H -3.439 -2.013 -7.355
As -0.513 -3.128 -0.375
H 0.217 4.779 -0.157
As 1.213 2.061 1.945
C 2.636 0.523 -3.412
C -2.756 1.615 0.592
H 3.174 0.302 -4.333
C -5.755 3.363 1.849
N 2.067 -5.335 4.773
H 2.457 -6.225 6.767
H 0.145 -6.633 3.004
H 0.598 -0.220 -3.988
H 3.380 -6.926 5.466
H -3.568 -2.375 -2.814
H 5.271 -3.725 4.976
O -3.368 -1.925 -4.838
H -4.193 1.523 -7.352
H -1.857 0.460 -6.725
H 0.879 -0.241 -2.276
O -4.445 2.974 1.682
H -6.017 4.173 1.167
H -3.728 5.757 -0.493
H 5.663 1.242 -1.872
C 4.748 3.834 -0.523
H 3.009 -3.692 6.059
F -0.632 -4.757 -1.063
H -2.807 0.711 -1.513
N -2.676 0.948 2.010
H 1.410 -7.061 1.806
F 2.217 0.536 1.742
C -4.201 -2.179 -3.680
F 2.286 2.923 0.836
H -4.759 -3.068 -3.974
H 4.141 -1.796 -4.198
C 1.205 -6.837 2.853
N -2.810 -1.239 -7.512
H -0.414 -0.939 4.717
H -4.021 3.065 -0.305
C 4.649 -4.620 4.963
O -1.675 6.051 0.123
H 1.858 5.080 -0.533
H 0.730 -4.688 6.307
F 0.636 -3.871 0.842
H 5.398 4.604 -0.939
C 0.431 6.480 -1.073
H -3.425 1.389 2.524
H 4.942 -5.135 4.048
C -2.511 0.496 -0.486
N 0.902 5.032 -0.855
H -6.497 2.607 1.594
C 2.976 0.808 -0.972
H 2.001 -4.789 2.743
H 2.970 -3.422 4.319
F -1.494 -2.346 -1.660
H -4.974 1.719 0.151
H 1.053 6.623 -3.237
H -4.829 -1.329 -3.412
H -4.965 0.090 -6.736
H 1.630 -7.327 5.587
H 3.764 1.054 -0.260
H -1.379 5.940 -1.999
C -4.124 2.316 0.480
H 5.285 1.274 -3.561
H 2.033 7.369 -1.960
C 1.365 -0.408 -3.237
F -0.249 -1.512 0.377
C -4.104 0.743 -6.595
C 3.129 -4.175 5.090
C 0.046 -3.686 4.421
H -1.452 0.240 -0.507
C -2.554 -0.737 -5.008
H 5.130 -2.655 -3.160
C 4.482 2.948 -2.669
H -1.503 -1.004 -4.890
H 0.801 6.967 -0.170
H -1.475 7.523 -1.354
F -5.248 0.494 3.645
H -3.056 -0.980 -8.456
H 1.702 -1.444 -3.294
H -0.506 -1.537 3.083
H 5.715 -1.083 -3.596
H -1.805 1.013 2.517
F 0.941 -2.899 -1.427
H 3.422 -1.644 -1.661
H 1.551 -7.755 3.328
H 4.896 -0.945 -1.214
H 5.460 3.049 -0.267
H -1.979 2.373 0.693
C 2.389 -6.558 5.731
H 3.158 -6.093 3.208
C 4.211 -1.005 -2.060
H -6.031 3.704 2.847
H -0.932 -3.316 4.728
F -0.042 1.347 3.059
H -1.902 -1.671 -7.601
O 3.857 3.387 -1.507
C 0.659 -4.893 5.239
C -3.093 6.210 0.268
H -0.075 -3.952 3.370
H 2.296 1.556 -3.346
H -3.382 7.230 0.521
H 0.892 -0.607 3.620
H 4.299 4.163 0.414
F -1.945 -3.337 0.685
```

Output
E_LUMO, eV: -4.8
Net charge: +2

2.
ORCA calculation (wB97M-V/def2-TZVPD) on one molecule with the formula C16H16ClNO3.

```
37
C16H16ClNO3 (wB97M-V/def2-TZVPD)
C 0.353 -1.028 1.320
H 0.256 -1.996 1.817
C -2.881 -2.758 -3.541
C 1.730 1.735 2.649
C 1.954 1.694 1.276
H 1.580 0.834 3.223
H -0.281 -1.098 -4.921
C -0.453 -1.615 -2.855
O 2.028 0.560 0.509
O -0.601 -3.376 0.138
O 1.844 5.281 3.381
H -0.347 -0.309 -0.526
H 1.978 7.269 3.530
C 1.839 -0.701 1.112
H 1.277 6.714 1.989
H -0.125 -0.251 1.923
C -0.889 -1.574 -4.166
H 2.266 -1.418 0.405
C 2.109 4.105 1.251
H 0.503 -1.185 -2.590
H -3.829 -3.203 -3.795
C 1.891 4.146 2.625
H 3.036 6.574 2.277
C 2.047 6.518 2.744
H 2.260 5.009 0.682
H 1.532 2.986 4.372
H 2.313 2.854 -0.472
Cl -3.424 -3.550 -1.030
C 1.702 2.948 3.308
C -2.436 -2.805 -2.228
N -0.328 -1.134 0.053
C -0.692 -2.330 -0.469
H -2.448 -2.117 -5.530
C -2.103 -2.146 -4.508
C 2.138 2.891 0.592
H 2.385 -0.778 2.058
C -1.218 -2.231 -1.869
```

Output
ΔE to the lowest compared entry with this formula, charge and spin, kJ/mol: 76.51
E_LUMO, eV: 0.7
Structure (SMILES): COc1ccc(OCCNC(=O)c2ccccc2Cl)cc1

3.
ORCA calculation (wB97M-V/def2-TZVPD) on a 20-piece molecular cluster, H40O20 overall.

```
60
H40O20 (wB97M-V/def2-TZVPD)
H -0.452 -2.146 -4.571
H 5.504 1.853 -1.255
H -3.859 -0.238 3.382
H -3.057 4.812 0.990
H 3.151 2.089 2.010
O 1.869 -0.798 0.374
H 4.081 -0.519 -2.432
H -1.072 -3.762 -1.433
H 1.576 -1.352 1.113
H -1.257 3.427 2.605
O 1.264 2.247 2.044
O -3.973 0.187 4.384
O -0.663 -2.617 4.466
H 0.074 0.219 -1.818
H 1.299 -4.244 -0.335
H -4.577 -0.636 -0.613
H 4.503 1.754 2.320
H -0.131 -1.526 2.209
H 4.774 -1.797 0.624
H 0.664 1.916 -0.751
H -1.024 -3.263 -3.027
H -5.615 0.261 -0.145
O 3.905 1.894 1.571
H -1.595 -1.762 1.528
H -1.685 2.966 -2.578
H -3.883 -2.501 -2.497
H -1.701 -1.467 0.074
O 1.765 -4.143 0.400
O 0.170 0.139 -0.896
O 3.583 -1.432 -2.457
O 0.894 2.858 -0.718
H 1.621 2.915 -1.348
H -5.049 -1.533 -2.505
O 5.333 -2.451 0.310
H -3.690 1.031 4.243
H 2.397 -0.087 0.703
O -2.628 -1.726 -0.100
O -1.144 4.453 2.685
H 2.889 -1.281 -1.770
H -0.641 3.625 -2.834
H 1.094 1.572 1.210
O 5.159 1.778 -2.107
O -0.665 -1.295 1.584
O -4.464 -2.042 -1.916
O -0.543 -3.797 -2.369
H 4.966 2.476 -2.524
O -1.416 3.419 -3.249
H -1.699 5.129 0.963
H -2.792 -0.857 0.453
O -4.704 0.039 -0.202
H -0.193 4.148 2.878
H -1.074 -3.232 4.035
H -0.744 -2.980 5.341
H -1.379 -1.060 -4.795
H 0.673 2.953 1.372
O -2.449 5.164 0.343
O -1.265 -1.835 -4.268
H 2.278 -3.405 0.267
H 0.625 -0.581 -0.613
H 4.797 -3.248 0.492
```

Output
ΔE to the lowest compared entry with this formula, charge and spin, kJ/mol: 708.20
E_LUMO (alpha / beta), eV: 2.2 / 2.0
Spin multiplicity: 2
Net charge: -1

4.
ORCA calculation (wB97M-V/def2-TZVPD) on a 2-piece molecular cluster, C2H8OS2 overall.

```
13
C2H8OS2 (wB97M-V/def2-TZVPD)
C -0.328 -2.011 0.892
S -0.286 -0.352 0.056
C -0.051 -1.855 2.405
H 2.084 5.099 -3.570
H 0.184 -2.838 2.809
O 1.949 5.987 -3.131
H 1.041 6.070 -3.228
H -2.201 -1.917 -1.136
H -0.870 -1.445 2.874
H -1.055 -2.609 0.298
H 0.696 -2.329 0.545
S -1.875 -0.621 -1.456
H 0.712 -1.180 2.642
```

Output
ΔE to the lowest compared entry with this formula, charge and spin, kJ/mol: 150.95
E_LUMO, eV: 0.1
Structure (SMILES): CCSS.O

5.
ORCA calculation (wB97M-V/def2-TZVPD) on C23H18N7O5S2V as an isolated structure.

```
56
C23H18N7O5S2V (wB97M-V/def2-TZVPD)
H -3.078 -1.925 2.286
C -2.821 2.303 -1.694
C -3.998 2.818 -2.211
H 3.034 5.170 1.809
O 2.412 0.530 -0.255
C 1.466 -5.819 -0.408
C 3.293 0.294 0.613
N -0.827 1.050 0.322
N -2.863 -1.528 1.391
H -0.514 4.937 -0.599
H -4.416 2.399 -3.117
C 1.278 5.237 0.558
N -1.864 0.159 0.226
C 0.218 4.497 0.063
H -2.520 4.282 1.033
H -4.625 5.193 0.118
C -1.968 -0.509 1.351
C 1.279 -4.007 1.285
V 0.888 0.415 1.249
C 1.526 -7.973 0.334
C 1.279 -4.387 -0.054
C -1.016 2.293 0.027
C 0.925 -2.085 -0.592
N 1.368 -6.684 0.599
C -4.649 3.862 -1.566
H 1.841 -5.572 -2.531
C 2.033 3.283 1.692
O 2.770 -9.712 1.738
H -5.572 4.257 -1.969
N 1.775 -8.487 -0.875
H 1.059 -3.620 -2.061
O 0.380 -10.062 1.321
H 1.404 -4.765 2.046
H 0.779 -1.287 -1.309
C 1.877 -7.621 -1.868
O 3.024 0.175 1.834
C 1.734 -6.251 -1.697
H 2.741 2.749 2.314
O 1.109 -8.323 2.876
C 1.104 -2.677 1.612
H 1.084 -2.353 2.644
H -2.323 1.474 -2.179
C 1.091 -3.391 -1.005
N 1.014 2.562 1.226
C -2.932 3.881 0.115
H 2.084 -8.034 -2.851
H 4.339 0.189 0.283
N 0.929 -1.720 0.691
C -2.274 2.837 -0.531
C -4.116 4.389 -0.398
H -3.534 -1.601 0.645
C 2.197 4.625 1.397
H 1.388 6.280 0.290
S 1.431 -9.150 1.732
S -1.037 -0.174 2.787
C 0.102 3.161 0.426
```

Output
ΔE to the lowest compared entry with this formula, charge and spin, kJ/mol: 0.00
E_LUMO (alpha / beta), eV: 1.3 / 1.0
Spin multiplicity: 4
Net charge: -1